No. 1
16
Properties=species:S:1:pos:R:3 method="wB97M-V/def2-TZVPD" e_above_lowest_kj_mol=405.3 smiles="C=C1CC1.[H][H].C=O" largest_force_ev_per_a=0.68 orbital_gap_ev=10.66 total_energy_ev=-7390.56485
O -2.34294 0.57945 0.39127
C -1.63193 1.54743 0.45157
C 0.90603 1.26236 -0.58753
C 0.81288 -0.04718 -0.46099
C 1.28729 -1.23095 0.25911
C 0.68625 -1.32659 -1.15946
H -1.86915 -0.88354 1.50844
H -0.99899 1.80007 1.33107
H -1.57068 2.24925 -0.39723
H 1.33840 1.86537 0.20892
H 0.58787 1.74829 -1.50609
H -1.35642 -1.35068 1.77077
H 2.36583 -1.28035 0.38596
H 0.70512 -1.65922 1.07641
H 1.35678 -1.44926 -2.00954
H -0.27634 -1.82445 -1.26269

=====

No. 2
16
Properties=species:S:1:pos:R:3 method="wB97M-V/def2-TZVPD" e_above_lowest_kj_mol=109.9 smiles=CC[C@H]1O[C@H]1C largest_force_ev_per_a=0.33 orbital_gap_ev=11.17 total_energy_ev=-7393.62658
C 2.02472 0.58139 -0.75199
C 0.75014 0.92891 0.01827
C 0.25615 -0.23045 0.85424
O -0.83181 0.03172 1.73174
C -1.03203 -0.92138 0.69393
C -2.07809 -0.59389 -0.34016
H 2.78949 0.18928 -0.07112
H 2.44249 1.46366 -1.24748
H 1.84876 -0.17917 -1.51976
H 0.95156 1.76033 0.70648
H -0.03523 1.26754 -0.66557
H 1.06537 -0.80264 1.32050
H -1.07760 -1.94966 1.06287
H -1.89412 0.36446 -0.83215
H -3.05941 -0.53028 0.14231
H -2.12040 -1.37980 -1.10212

=====

No. 3
16
Properties=species:S:1:pos:R:3 method="wB97M-V/def2-TZVPD" e_above_lowest_kj_mol=113.3 smiles=CC[C@@]1(C)CO1 largest_force_ev_per_a=0.30 orbital_gap_ev=11.12 total_energy_ev=-7393.59139
C -0.63448 1.48848 -0.91659
C 0.66260 0.81471 -0.43292
C 0.38287 -0.51444 0.24064
C -0.11339 -0.43156 1.66450
C 0.04047 -1.66298 -0.60169
O 1.32540 -1.55352 0.00036
H -1.52138 1.00708 -0.49110
H -0.73497 1.42386 -2.00252
H -0.68400 2.54687 -0.64910
H 1.20225 1.46371 0.26752
H 1.34619 0.63219 -1.26811
H 0.67620 -0.03101 2.31009
H -0.97706 0.23853 1.73703
H -0.39867 -1.41689 2.04232
H 0.02745 -1.54886 -1.68684
H -0.59949 -2.45618 -0.21359

=====

No. 4
16
Properties=species:S:1:pos:R:3 method="wB97M-V/def2-TZVPD" e_above_lowest_kj_mol=278.6 largest_force_ev_per_a=0.40 orbital_gap_ev=9.36 total_energy_ev=-7391.87795
C -1.27448 0.12847 -0.97076
C -0.44365 -0.36457 0.22110
C -1.01107 0.10430 1.55904
C 1.00196 0.00497 0.05623
O 1.64069 0.60833 0.99619
C 1.91521 -0.26569 -0.99995
H -0.86956 -0.23750 -1.91884
H -1.28760 1.22382 -1.00554
H -2.30935 -0.21774 -0.87840
H -0.44624 -1.46611 0.19480
H -1.02489 1.19795 1.60992
H -0.40807 -0.25786 2.39586
H -2.03685 -0.25787 1.68350
H 1.74744 -1.08764 -1.69631
H 2.23655 0.65236 -1.49934
H 2.56992 0.23480 0.25250

=====

No. 5
16
Properties=species:S:1:pos:R:3 method="wB97M-V/def2-TZVPD" e_above_lowest_kj_mol=214.8 smiles=C[C@@H](O)C1CC1 largest_force_ev_per_a=3.84 orbital_gap_ev=10.23 total_energy_ev=-7392.53941
C -1.98762 -0.32939 0.54303
C -0.74738 0.28998 -0.07313
O -1.11705 1.57955 -0.49816
C 0.40436 0.19070 0.87092
C 1.25645 -0.99783 0.95988
C 1.90105 0.13507 0.23830
H -2.25598 0.19070 1.47041
H -1.81890 -1.38618 0.76715
H -2.81778 -0.23504 -0.16117
H -0.46158 -0.26420 -0.98197
H -0.46932 2.22272 -0.20160
H 0.84658 1.07213 1.35459
H 1.66648 -1.29591 1.91511
H 0.93869 -1.81596 0.32239
H 1.97147 0.10150 -0.83855
H 2.76660 0.59680 0.74299

=====

No. 6
16
Properties=species:S:1:pos:R:3 method="wB97M-V/def2-TZVPD" e_above_lowest_kj_mol=421.3 largest_force_ev_per_a=0.32 orbital_gap_ev=9.03 total_energy_ev=-7390.39920
C 2.07730 0.09130 -0.16342
C 0.97354 0.95916 -0.72719
C -0.87508 -0.05154 0.89586
C -1.38519 -1.46368 0.83854
C -1.43884 0.77377 -0.19610
O -0.24004 0.18740 -0.76591
H 2.12888 -0.85716 -0.70625
H 1.86156 -0.11608 0.88758
H 3.04596 0.59349 -0.24884
H 1.17462 1.26386 -1.76067
H 0.82189 1.85077 -0.11210
H -0.57517 -2.17869 1.01737
H -2.07244 -1.56158 1.69152
H -1.93089 -1.76048 -0.07353
H -1.38132 1.86348 -0.12235
H -2.29732 0.44922 -0.79857

=====

No. 7
16
Properties=species:S:1:pos:R:3 method="wB97M-V/def2-TZVPD" e_above_lowest_kj_mol=270.3 smiles="C=C(O)C1CC1.[H][H]" largest_force_ev_per_a=0.49 orbital_gap_ev=9.66 total_energy_ev=-7391.96356
C 1.61348 0.61307 -0.20458
C 0.80078 -0.42187 0.02722
O 1.20145 -1.64242 0.49287
C -0.67638 -0.43435 0.02850
C -1.59345 0.74579 0.13647
C -1.09495 0.09777 1.38354
H 1.22480 1.52087 -0.65268
H 0.70269 -0.10443 -2.38636
H 2.65093 0.60173 0.11228
H 2.15480 -1.73458 0.38729
H 0.02556 -0.26057 -2.65117
H -1.12179 -1.36484 -0.31820
H -2.62761 0.54401 -0.12464
H -1.26441 1.74188 -0.13454
H -1.70613 -0.52622 2.01824
H -0.28978 0.62417 1.88577

=====

No. 8
16
Properties=species:S:1:pos:R:3 method="wB97M-V/def2-TZVPD" e_above_lowest_kj_mol=187.8 smiles="C[C@H]1CC1=O.C" largest_force_ev_per_a=0.74 orbital_gap_ev=10.00 total_energy_ev=-7392.81898
C 1.82637 0.12729 0.78855
C 1.51641 -0.10491 -0.67348
C 0.33987 -1.03857 -1.10592
C 0.30427 0.41568 -1.32036
C -2.39816 0.39788 0.81378
O -0.27984 1.36017 -1.77743
H 2.42771 -0.69268 1.19375
H 2.38312 1.05901 0.93356
H 0.90360 0.19295 1.37234
H 2.38768 -0.15902 -1.32311
H 0.48711 -1.67911 -1.97354
H -0.27580 -1.47377 -0.32085
H -3.31015 0.81823 1.23932
H -1.58967 0.56547 1.53010
H -2.56981 -0.68524 0.76338
H -2.15270 0.89664 -0.14008

=====

No. 9
16
Properties=species:S:1:pos:R:3 method="wB97M-V/def2-TZVPD" e_above_lowest_kj_mol=400.3 largest_force_ev_per_a=0.36 orbital_gap_ev=9.49 total_energy_ev=-7390.61607
O -1.43734 -0.12012 2.20147
C -0.42923 -0.08505 3.03626
C 0.64491 1.33467 -0.05810
C 0.53239 -0.14133 -0.36546
C 0.42152 -0.58989 -1.78880
C -0.77334 -0.71400 -0.88545
H -1.20794 -0.47598 1.31839
H 0.45861 -0.52256 2.48420
H 0.23230 1.59015 0.93066
H 1.69268 1.65379 -0.07720
H 0.09908 1.92654 -0.80361
H 1.11177 -0.79397 0.28742
H 0.39736 0.18450 -2.55103
H 0.92866 -1.50069 -2.09033
H -1.60136 -0.02724 -1.04885
H -1.07008 -1.71882 -0.58958

=====

No. 10
16
Properties=species:S:1:pos:R:3 method="wB97M-V/def2-TZVPD" e_above_lowest_kj_mol=341.1 smiles=CCOC1CC1 largest_force_ev_per_a=1.45 orbital_gap_ev=10.22 total_energy_ev=-7391.22985
C 2.39426 0.21749 -0.50156
C 1.34687 -0.25996 0.49661
O 0.18126 0.54095 0.48121
C -1.02842 -0.17894 0.33240
C -2.36736 0.23624 0.76433
C -1.67666 -0.02191 -0.94107
H 3.30358 -0.39147 -0.41113
H 2.66332 1.26113 -0.31518
H 2.02959 0.13578 -1.53110
H 1.10021 -1.31168 0.28082
H 1.75284 -0.21972 1.51384
H -0.94255 -1.24823 0.58924
H -2.82654 -0.25832 1.64858
H -2.74972 1.24535 0.65425
H -1.42195 -0.74177 -1.74101
H -1.75873 0.99506 -1.32023

=====

No. 11
16
Properties=species:S:1:pos:R:3 method="wB97M-V/def2-TZVPD" e_above_lowest_kj_mol=296.6 largest_force_ev_per_a=0.63 orbital_gap_ev=9.39 total_energy_ev=-7391.69121
C -0.97682 1.40835 -0.91981
C -0.78893 0.21645 0.02141
C -1.60447 -1.01062 -0.37793
C 0.63663 -0.19600 -0.12242
C 2.52934 -0.43502 1.05463
O 1.10198 -0.50581 1.06303
H -0.34070 2.25091 -0.62024
H -2.01633 1.74838 -0.92066
H -0.68594 1.13253 -1.93951
H -1.00649 0.50315 1.06110
H -2.67327 -0.78453 -0.36781
H -1.40590 -1.83201 0.31934
H -1.31228 -1.33825 -1.38186
H 2.79696 -0.37099 -0.00079
H 2.98314 -1.28506 1.56203
H 2.76307 0.49853 1.56950

=====

No. 12
16
Properties=species:S:1:pos:R:3 method="wB97M-V/def2-TZVPD" e_above_lowest_kj_mol=442.4 largest_force_ev_per_a=6.27 orbital_gap_ev=8.98 total_energy_ev=-7390.18041
C 1.80375 -0.47536 1.08407
C 0.41329 0.25651 0.85214
C -0.44749 -0.27306 -0.24825
C -0.32340 -1.52449 -0.79077
C -1.37710 0.68144 -0.77303
H 1.77385 -1.50471 1.72652
H 2.30326 -0.72416 0.07302
H 2.47806 0.26576 1.71322
H 0.43149 1.51554 0.54227
H -0.23347 0.17895 1.90463
H -0.94613 -2.07807 -1.46156
H 0.44219 -2.22770 -0.40664
H -1.35985 0.70470 -1.81398
H -2.42176 0.39453 -0.40464
H -1.40793 2.69944 -1.56699
O -1.12878 2.11069 -0.43001